Molecular formula: C29H36N2ORhSSi2
Method: DFT, ωB97M-V/def2-TZVPD

2S+1 ... 1
Net charge ... +1

Last column: Löwdin charge in e.
Atoms and positions in Å:
Rh1 0.12356 -0.00490 0.19263  0.841
C1 -1.01754 3.90487 0.78334  -0.008
C2 -1.35520 3.16994 -0.46898  -0.318
C3 -2.14348 3.78439 -1.44581  -0.032
C4 -2.49163 3.08469 -2.59241  -0.044
C5 -2.07335 1.78028 -2.74533  -0.013
C6 -1.28690 1.21286 -1.72920  -0.439
N1 -0.92075 1.93147 -0.63246  0.097
N2 -0.84776 -0.04304 -1.67426  -0.132
Si1 -1.32113 -1.44981 -2.60038  0.483
C7 -3.13713 -1.77826 -2.08910  -0.161
C8 -0.08418 -2.73898 -1.94597  -0.193
C9 -1.20738 -1.27005 -4.50038  -0.162
H1 -0.70562 4.92141 0.55931  0.091
H2 -0.23104 3.38737 1.32624  0.055
H3 -1.90721 3.97016 1.40930  0.096
H4 -2.46495 4.80123 -1.28958  0.115
H5 -3.09805 3.54734 -3.35557  0.117
H6 -2.32461 1.18393 -3.60690  0.096
H7 -3.24518 -1.78631 -1.00978  0.018
H8 -3.49039 -2.72926 -2.47059  0.026
H9 -3.78975 -1.00040 -2.47267  0.023
H10 -0.26566 -2.95487 -0.89475  0.011
H11 0.92586 -2.34830 -2.03144  0.020
H12 -0.12865 -3.67105 -2.49798  0.033
H13 -2.13469 -0.90499 -4.92924  0.024
H14 -1.00676 -2.23406 -4.95417  0.028
H15 -0.41689 -0.59466 -4.80474  0.030
C10 2.65777 -4.01778 -0.01780  -0.212
S1 2.24736 -2.78291 1.27505  0.898
C11 3.97190 -2.40582 1.75883  -0.202
O1 1.83569 -1.57719 0.48602  -0.632
H16 3.19441 -4.84115 0.43678  0.061
H17 3.25718 -3.54575 -0.78677  0.064
H18 1.72841 -4.37132 -0.45214  0.039
H19 4.31529 -3.17900 2.43541  0.061
H20 3.96237 -1.44949 2.26982  0.052
H21 4.60959 -2.34028 0.88662  0.060
C12 -4.64940 0.61022 4.49361  -0.069
C13 -3.55823 0.24831 5.26583  -0.069
C14 -2.34595 -0.03349 4.66364  -0.108
C15 -2.19145 0.10125 3.28820  -0.284
C16 -3.28944 0.47924 2.52499  -0.108
C17 -4.51573 0.71990 3.11850  -0.073
Si2 -0.48391 -0.24964 2.50240  0.807
C18 0.71316 1.26762 2.82341  -0.308
C19 1.79853 1.51180 1.98526  -0.156
C20 2.70623 2.51907 2.27099  -0.070
C21 2.52683 3.30288 3.39860  -0.068
C22 1.42964 3.09145 4.21675  -0.062
C23 0.52058 2.08440 3.92852  -0.089
C24 0.29105 -1.65923 3.53599  -0.326
C25 -0.36470 -2.88822 3.59400  -0.118
C26 0.17793 -3.95248 4.28978  -0.072
C27 1.39808 -3.81044 4.93545  -0.068
C28 2.06404 -2.59580 4.88199  -0.084
C29 1.51336 -1.52935 4.19216  -0.125
H22 -5.60259 0.78492 4.96862  0.109
H23 -3.65802 0.16636 6.33877  0.110
H24 -1.51228 -0.35442 5.26863  0.105
H25 -3.18376 0.56797 1.45341  0.089
H26 -5.37430 0.96861 2.51076  0.108
H27 1.96629 0.88015 1.09616  0.064
H28 3.55542 2.68686 1.62619  0.110
H29 3.24243 4.07656 3.63755  0.111
H30 1.28160 3.70571 5.09057  0.110
H31 -0.33146 1.92214 4.57139  0.100
H32 -1.32013 -2.99829 3.10094  0.108
H33 -0.34964 -4.89418 4.33490  0.110
H34 1.81885 -4.63473 5.49258  0.110
H35 3.00922 -2.48043 5.39412  0.112
H36 2.01972 -0.57403 4.19908  0.103

Atomic forces in eV per Å
-0.31 1.70 -1.57
0.09 -0.11 0.11
-0.40 0.83 -0.07
0.25 -0.16 0.18
0.17 -0.13 0.19
0.31 -0.21 0.25
-0.70 1.16 0.13
0.42 -2.15 0.23
1.42 -1.43 1.47
-0.55 -0.76 0.15
0.94 -0.05 -0.34
-0.56 0.36 -0.34
0.00 0.16 0.89
0.07 0.06 -0.01
0.02 0.05 0.10
0.00 -0.03 0.13
-0.02 0.09 0.01
-0.07 0.08 -0.06
-0.09 -0.01 -0.12
0.08 -0.03 0.25
-0.14 -0.22 -0.11
-0.09 0.17 -0.15
-0.11 0.00 0.13
0.15 0.12 -0.05
-0.08 -0.22 -0.13
-0.22 0.09 0.01
0.06 -0.27 0.00
0.25 0.15 -0.03
-0.30 0.42 0.47
1.25 -1.31 -0.06
-0.64 -0.05 -0.11
-1.21 1.69 -0.79
0.09 -0.15 0.17
0.13 0.20 -0.04
-0.11 -0.01 0.07
0.02 -0.18 0.11
-0.15 0.09 0.13
0.00 -0.04 -0.25
0.01 -0.01 -0.02
-0.05 -0.03 0.13
0.22 0.01 0.09
0.70 -0.36 -1.04
0.00 0.06 -0.17
-0.19 -0.01 0.00
0.29 1.05 1.43
-0.84 -1.09 -0.60
0.14 -0.35 -0.19
0.08 0.02 -0.20
0.02 0.02 -0.03
-0.11 -0.02 0.11
0.01 0.08 0.05
-0.39 0.26 -0.97
-0.06 0.08 0.00
-0.02 -0.18 0.06
-0.03 0.03 -0.08
0.07 -0.08 0.14
-0.02 0.28 -0.02
-0.10 0.07 0.00
0.00 -0.03 0.05
0.13 -0.07 0.15
-0.05 0.04 -0.18
-0.01 0.07 -0.04
0.28 0.20 0.33
0.06 0.02 -0.09
0.02 0.04 0.00
-0.01 0.10 0.12
-0.10 0.05 0.11
-0.14 -0.12 -0.05
-0.04 -0.06 0.01
0.03 -0.07 0.01
0.04 0.05 0.05
0.12 0.07 -0.09

---

Molecular formula: C29H36N5O
Method: DFT, ωB97M-V/def2-TZVPD

2S+1 ... 1
Net charge ... +1

Last column: Löwdin charge in e.
Atoms and positions in Å:
C1 1.65696 4.90745 0.42347  -0.003
N1 1.42691 3.52157 0.07805  -0.037
C2 2.47967 2.67100 -0.12386  -0.362
O1 3.66843 2.98298 -0.06711  0.103
C3 1.89146 1.30026 -0.44629  -0.152
C4 2.50612 0.16696 0.39562  -0.078
C5 3.93407 -0.05417 0.05245  -0.191
C6 4.46153 -0.46210 -1.16480  -0.039
N2 5.84064 -0.40026 -1.09898  0.079
C7 6.22873 0.02400 0.16845  -0.197
C8 7.48772 0.33710 0.66900  -0.016
C9 7.55922 0.85886 1.97031  -0.083
C10 6.39428 1.07065 2.73023  -0.087
C11 5.12756 0.76733 2.21609  -0.028
C12 5.04355 0.24195 0.92766  -0.142
N3 0.46188 1.49794 -0.20531  0.041
C13 -0.41557 0.49667 -0.40528  0.018
C14 -1.75893 0.53790 -0.01594  -0.082
C15 -2.69613 -0.45239 -0.20243  0.001
C16 -4.04303 -0.27311 0.23518  -0.194
C17 -4.92599 -1.38550 0.38127  -0.045
C18 -6.26565 -1.23376 0.72349  -0.067
C19 -6.78245 0.03801 1.01344  -0.056
C20 -5.93448 1.15376 0.95011  -0.067
C21 -4.60634 1.01430 0.55279  -0.007
C22 0.12949 2.87210 0.23379  -0.456
C23 -0.30505 2.90603 1.71026  0.014
C24 -0.91671 3.55373 -0.65907  0.012
H1 2.70763 5.14222 0.23731  0.101
H2 1.02369 5.55651 -0.19078  0.095
H3 1.42881 5.10027 1.48042  0.098
H4 2.06677 1.09729 -1.52263  0.173
H5 2.42428 0.43157 1.46443  0.128
H6 1.91580 -0.74962 0.22542  0.112
H7 3.92754 -0.75941 -2.06115  0.122
H8 6.46947 -0.63596 -1.85991  0.158
H9 8.36539 0.16965 0.04706  0.110
H10 8.52924 1.10750 2.40130  0.103
H11 6.47894 1.48322 3.73691  0.101
H12 4.20471 0.93364 2.77429  0.105
H13 -0.00683 -0.40111 -0.88400  0.145
H14 -2.05958 1.44813 0.50671  0.057
H15 -2.37505 -1.51008 -0.78979  -0.048
H16 -4.50574 -2.38196 0.22151  0.104
H17 -6.91051 -2.11380 0.76769  0.111
H18 -7.83016 0.15616 1.29094  0.112
H19 -6.31815 2.14479 1.20672  0.112
H20 -3.98348 1.90817 0.45521  0.102
H21 0.52886 2.58844 2.35229  0.104
H22 -0.60083 3.92998 1.97377  0.094
H23 -1.15193 2.24251 1.89842  0.075
H24 -0.50334 3.68993 -1.66700  0.106
H25 -1.82697 2.95471 -0.73260  0.069
H26 -1.17330 4.53178 -0.23294  0.095
C25 -4.00269 -2.56607 -2.60893  0.029
C26 -2.95187 -3.28993 -1.80621  -0.343
N4 -2.20248 -2.63015 -0.95448  0.034
C27 -1.27793 -3.37953 -0.11375  -0.163
C28 -0.72663 -4.58447 -0.84812  -0.169
C29 -1.85250 -5.45475 -1.34183  -0.162
N5 -2.83828 -4.60804 -1.99719  0.078
H27 -4.42522 -3.22475 -3.37305  0.088
H28 -4.81322 -2.22044 -1.95634  0.075
H29 -3.56259 -1.68693 -3.09263  0.103
H30 -0.47852 -2.69833 0.18959  0.111
H31 -1.78487 -3.73465 0.79870  0.135
H32 -0.12749 -4.25052 -1.70050  0.125
H33 -0.07714 -5.16148 -0.18615  0.125
H34 -1.49660 -6.19639 -2.06267  0.130
H35 -2.32234 -5.98691 -0.50400  0.129
H36 -3.53282 -5.05050 -2.58464  0.149

Atomic forces in eV per Å
-0.30 0.31 0.15
0.47 -0.39 -0.02
1.23 0.72 0.12
-1.88 -0.64 -0.24
0.52 -0.07 -0.48
-0.41 -0.07 0.11
0.81 -0.39 -0.68
-0.14 0.52 1.26
0.04 -0.17 0.03
-0.73 0.25 -0.04
0.12 0.07 0.55
-0.11 -0.31 -0.66
-0.62 -0.13 -0.06
0.58 0.04 0.16
0.36 -0.03 -0.93
-1.09 -1.45 -0.52
0.64 0.90 0.24
-0.72 0.81 0.59
0.78 2.87 -0.08
-2.14 0.85 1.12
0.65 0.40 -0.21
-0.03 0.25 0.12
0.52 -0.17 -0.13
0.06 -0.10 -0.10
0.20 -0.78 -0.18
-0.17 0.52 0.43
0.18 -0.05 0.11
0.19 -0.13 -0.23
-0.21 -0.15 0.02
0.15 -0.06 0.08
0.12 -0.04 -0.19
-0.06 0.08 0.48
-0.09 -0.16 -0.37
0.09 0.26 0.15
0.31 0.03 0.09
-0.30 0.11 0.42
-0.03 0.13 0.29
-0.26 -0.07 -0.16
0.00 -0.12 -0.31
0.39 0.08 0.07
-0.07 0.30 0.23
0.17 -0.33 -0.08
-0.41 1.51 0.77
-0.27 0.29 0.07
0.19 0.29 0.08
0.31 -0.03 -0.07
0.11 -0.35 -0.15
-0.30 -0.29 0.05
-0.22 0.12 -0.14
0.12 -0.30 0.01
0.17 0.22 0.05
-0.14 0.00 0.23
0.13 0.23 -0.01
0.08 -0.25 -0.17
0.09 0.04 -0.08
0.63 0.32 0.57
0.26 -5.28 -2.23
-0.19 -0.06 0.10
0.66 0.02 -0.01
-0.25 -0.24 0.17
-0.63 -0.27 -0.32
0.10 0.17 0.08
0.23 -0.10 -0.19
-0.13 -0.19 0.08
-0.03 -0.07 0.08
0.07 0.26 -0.13
0.01 -0.01 0.06
-0.01 0.03 -0.11
-0.05 0.10 0.12
0.08 0.04 -0.16
0.22 0.09 0.07

---

Molecular formula: C29H37BCl4N3O5PSiW
Method: DFT, ωB97M-V/def2-TZVPD

2S+1 ... 3
Net charge ... 0

Last column: Löwdin charge in e.
Atoms and positions in Å:
W1 0.17530 0.04110 -0.09570  1.651
Cl1 2.60400 -0.37450 6.26460  0.661
C1 2.49510 -0.26290 4.55070  -0.717
C2 3.65480 -0.25530 3.78020  -0.718
Cl2 5.19230 -0.34540 4.54150  0.669
C3 3.57760 -0.16110 2.39300  -0.619
Cl3 5.00290 -0.09440 1.43670  0.711
C4 2.33670 -0.08680 1.75130  -0.372
O1 2.17740 -0.01510 0.45120  -0.212
C5 1.15070 -0.06600 2.54710  -0.360
O2 0.01280 0.07650 1.89000  -0.229
C6 1.24890 -0.15990 3.93110  -0.610
Cl4 -0.19730 -0.08770 4.86530  0.717
C7 -1.38790 5.78690 -1.22920  -0.183
Si1 0.12410 5.01060 -0.35470  0.493
C8 -0.05850 5.29270 1.52730  -0.180
C9 1.75570 5.80850 -0.93780  -0.184
C10 0.15220 3.18860 -0.67460  -0.182
C11 0.17410 1.97070 -0.80920  -0.241
H1 -1.29470 6.86620 -1.28800  0.024
H2 -2.30690 5.56830 -0.69500  0.009
H3 -1.50030 5.41080 -2.24030  0.023
H4 -0.03190 6.35340 1.76510  0.026
H5 0.74720 4.81340 2.07580  0.026
H6 -0.99210 4.89170 1.91240  0.020
H7 1.78930 6.87630 -0.73810  0.025
H8 1.91080 5.66630 -2.00270  0.024
H9 2.59840 5.35630 -0.42420  0.027
O3 -2.08240 -0.04050 0.03830  -0.368
P1 -3.56740 -0.16480 0.06230  0.630
N1 -3.97960 -1.67850 -0.49680  -0.160
C12 -5.29080 -2.32790 -0.47870  -0.205
C13 -5.49360 -2.87500 -1.89210  -0.163
C14 -4.06190 -3.12440 -2.35940  -0.156
C15 -3.33290 -1.91530 -1.79830  -0.197
N2 -4.15450 0.95180 -1.03860  -0.194
C16 -3.45400 2.20460 -1.32540  -0.188
C17 -4.50180 3.28590 -1.07980  -0.170
C18 -5.76400 2.60990 -1.61020  -0.163
C19 -5.59430 1.15330 -1.17020  -0.199
N3 -4.20720 0.07210 1.58170  -0.172
C20 -5.15170 -0.78830 2.29140  -0.208
C21 -5.16330 -0.22860 3.71220  -0.165
C22 -3.71880 0.22700 3.89520  -0.177
C23 -3.39630 0.84150 2.53800  -0.184
H10 -6.08730 -1.64400 -0.18750  0.094
H11 -5.26360 -3.15290 0.24260  0.116
H12 -5.97350 -2.12700 -2.52490  0.107
H13 -6.10590 -3.77330 -1.88720  0.111
H14 -3.96420 -3.18970 -3.44010  0.115
H15 -3.67220 -4.03550 -1.90550  0.117
H16 -3.46280 -1.04560 -2.45560  0.120
H17 -2.25980 -2.06770 -1.65980  0.088
H18 -3.15640 2.21230 -2.38040  0.125
H19 -2.55120 2.30000 -0.71930  0.083
H20 -4.27140 4.21120 -1.60240  0.102
H21 -4.59810 3.49700 -0.01440  0.113
H22 -5.77710 2.66960 -2.69870  0.113
H23 -6.68510 3.04250 -1.22760  0.110
H24 -6.00700 0.46310 -1.91180  0.107
H25 -6.09690 0.96790 -0.21360  0.106
H26 -4.82230 -1.83260 2.29000  0.115
H27 -6.14300 -0.74650 1.83230  0.102
H28 -5.47850 -0.97400 4.43950  0.112
H29 -5.84330 0.62360 3.76540  0.114
H30 -3.07510 -0.63350 4.07540  0.096
H31 -3.59330 0.93750 4.70890  0.114
H32 -2.33220 0.77590 2.29500  0.088
H33 -3.70050 1.89370 2.50570  0.118
O4 0.32280 -2.87350 -2.02570  0.149
B1 0.23960 -1.73050 -1.23960  -0.487
O5 0.08570 -2.19950 0.13670  -0.026
C24 0.09480 -3.55160 0.11060  -0.197
C25 -0.02280 -4.45620 1.14740  0.019
C26 0.01910 -5.80330 0.81540  -0.086
C27 0.14930 -6.22350 -0.50090  -0.087
C28 0.26010 -5.31400 -1.54730  0.010
C29 0.24010 -3.97190 -1.22230  -0.196
H34 -0.14030 -4.12080 2.16650  0.124
H35 -0.05130 -6.53920 1.60250  0.103
H36 0.16490 -7.28130 -0.71870  0.103
H37 0.36370 -5.64440 -2.56870  0.120

Atomic forces in eV per Å
-0.60 1.89 1.45
-0.07 -0.01 0.11
0.14 0.02 -0.14
-0.24 0.01 0.09
0.15 -0.02 0.08
-0.34 0.05 -0.26
0.06 -0.05 -0.19
-0.27 -0.10 1.32
-1.12 0.15 -0.95
1.69 -0.10 0.39
-0.57 -0.11 -1.06
-0.03 0.08 -0.29
-0.18 -0.03 0.01
0.60 -0.39 0.23
-0.03 0.82 0.33
0.09 -0.27 -0.68
-0.61 -0.40 0.12
-0.01 0.16 -0.08
0.04 -0.22 0.27
0.10 0.23 0.04
-0.13 -0.12 0.18
0.03 -0.09 -0.24
0.01 0.18 -0.08
0.17 -0.10 0.04
-0.17 -0.09 -0.03
-0.16 0.15 0.08
-0.01 -0.06 -0.20
0.11 -0.15 0.12
1.25 0.25 -0.14
-0.49 0.02 -0.13
0.20 0.87 0.24
-0.38 -0.26 0.26
0.11 -0.01 0.09
-0.05 0.12 0.08
0.42 -0.16 -0.34
0.28 -0.41 0.71
0.37 0.28 -0.02
0.02 -0.15 -0.15
0.06 0.01 0.11
-0.35 -0.31 -0.06
0.37 -0.35 -0.93
-0.41 -0.32 -0.03
0.09 -0.06 -0.10
-0.19 0.01 -0.14
0.43 0.53 0.16
-0.04 -0.03 0.00
-0.12 0.10 -0.03
-0.02 0.02 -0.03
-0.08 -0.01 -0.04
0.02 -0.07 -0.03
0.03 -0.08 -0.03
0.02 -0.06 -0.02
-0.18 -0.08 -0.08
0.10 0.06 0.06
-0.10 0.03 -0.12
0.03 0.07 0.02
0.03 0.00 0.09
-0.05 0.01 -0.04
-0.06 0.03 -0.03
-0.11 -0.01 0.05
-0.04 0.03 0.01
0.02 0.00 0.01
0.04 -0.03 0.06
-0.05 0.00 0.01
-0.01 0.02 0.03
0.06 -0.01 0.02
0.07 0.01 0.02
-0.14 0.04 0.08
0.06 0.01 0.07
0.07 0.88 -0.79
0.13 -2.00 0.09
0.00 0.28 -0.12
0.06 -1.20 -0.55
0.03 0.48 -0.07
-0.03 -0.12 -0.01
0.00 0.01 0.05
0.04 0.35 -0.17
-0.21 -0.15 1.26
0.03 0.03 0.08
-0.03 -0.05 0.04
0.02 -0.05 -0.03
0.02 0.02 -0.11

---

For reference, electronic energy by record: -2398.93148 -1475.42503 -4231.42648 Eh.
For reference, energy above the lowest of the compared OMol25 structures with the same formula, charge and spin by record: 1.453 1.176 1.286 eV.